w | ORCA calculation (ωB97M-V with the def2-TZVPD basis set) on the molecule C8H11N.

Properties
HOMO (eV): -7.9
Net charge: 0

```
20
Properties=species:S:1:pos:R:3:mulliken_charge:R:1
N 1.40 -1.65 -0.27 -0.605
C -1.84 -0.38 -1.22 -0.931
C 0.18 2.15 -0.15 -0.876
C 0.26 -1.18 -0.21 0.623
C 2.49 -0.71 -0.09 -0.466
C -0.97 -0.72 -0.05 0.187
C -1.56 -0.61 1.39 -1.385
C 0.99 1.20 0.14 0.439
C 2.13 0.66 0.45 -0.376
H -2.34 0.09 1.39 0.394
H 3.28 -1.15 0.45 0.397
H 2.87 -0.69 -1.12 0.276
H 2.88 1.14 1.15 0.282
H -2.29 -1.54 1.45 0.321
H -0.93 2.09 0.08 0.311
H -1.94 -1.25 -1.98 0.279
H 0.49 2.69 -1.15 0.192
H -1.36 0.62 -1.65 0.199
H -2.77 -0.04 -0.84 0.357
H -0.98 -0.73 2.23 0.382
```

x | ORCA calculation (ωB97M-V with the def2-TZVPD basis set) on the molecule C8H11N.

Properties
HOMO (eV): -8.5
Net charge: 0

```
20
Properties=species:S:1:pos:R:3:mulliken_charge:R:1
N -0.33 -0.30 1.60 -0.596
C -0.23 -1.16 0.45 0.089
C 2.06 -0.58 -0.43 -0.204
C -0.89 -0.04 -0.61 -0.136
C 1.87 0.92 -0.26 -0.070
C 1.23 -1.50 0.03 -0.592
C -0.46 0.91 0.66 -0.030
C -2.36 0.03 -0.66 -1.319
C 0.85 1.61 0.26 -0.599
H -1.19 1.71 0.83 0.464
H -2.44 -0.94 -1.19 0.391
H -0.85 -2.15 0.50 0.319
H 0.45 -0.30 2.19 0.290
H 3.07 -0.76 -1.04 0.199
H -0.51 -0.25 -1.60 0.492
H 0.86 2.72 0.42 0.285
H 2.90 1.50 -0.57 0.165
H -2.61 1.05 -1.22 0.264
H -2.80 0.08 0.46 0.258
H 1.38 -2.57 0.19 0.329
```

Verdict on stability: x comes out on top.

w | ORCA calculation (ωB97M-V with the def2-TZVPD basis set) on a structure of composition C2H6S.

Properties
HOMO (eV): -9.0
Net charge: 0

```
9
Properties=species:S:1:pos:R:3:mulliken_charge:R:1
S 2.04 -0.09 -0.16 -0.215
C -0.93 -0.30 -0.09 -0.878
C 0.39 0.47 0.07 -0.313
H -1.90 0.44 -0.75 0.218
H -1.44 -0.96 0.93 0.212
H 0.46 1.23 1.05 0.289
H 0.18 1.24 -0.66 0.224
H 2.12 -1.15 0.54 0.089
H -0.92 -0.87 -0.94 0.374
```

x | ORCA calculation (ωB97M-V with the def2-TZVPD basis set) on a cluster of 2 separate species, C2H6S in total.

Properties
HOMO (eV): -9.4
Net charge: 0

```
9
Properties=species:S:1:pos:R:3:mulliken_charge:R:1
S 1.88 1.47 -1.27 -0.142
C -0.48 -0.74 -0.29 -0.891
C -0.07 0.33 0.70 -0.290
H -1.24 -1.43 0.09 0.305
H 0.70 0.95 0.17 -0.241
H -0.81 -0.33 -1.24 0.324
H 0.37 -1.34 -0.61 0.319
H 0.47 -0.01 1.57 0.310
H -0.81 1.11 0.89 0.305
```

y | ORCA calculation (ωB97M-V with the def2-TZVPD basis set) on the molecule C2H6S.

Properties
HOMO (eV): -8.3
Net charge: 0

```
9
Properties=species:S:1:pos:R:3:mulliken_charge:R:1
S 1.07 0.44 0.03 -0.068
C -0.56 1.28 0.39 -0.787
C 0.64 -1.15 -0.43 -0.840
H -1.30 1.07 -0.38 0.267
H -0.21 -1.40 -1.10 0.306
H -0.99 0.69 1.28 0.243
H 0.30 -1.61 0.45 0.306
H -0.50 2.37 0.43 0.295
H 1.56 -1.70 -0.66 0.278
```

Verdict on stability: y comes out on top.

w | ORCA calculation (ωB97M-V with the def2-TZVPD basis set) on a structure of composition C3H4FNS.

Properties
HOMO (eV): -8.5
Net charge: 0

```
10
Properties=species:S:1:pos:R:3:mulliken_charge:R:1
S 2.75 0.20 -0.05 -0.324
F 0.13 1.91 -0.43 -0.262
N 0.24 -1.00 -0.21 -0.266
C -1.03 -0.34 -0.02 -0.488
C -0.13 0.82 0.39 0.207
C 1.14 -0.07 0.09 -0.011
H 0.14 1.12 1.42 0.290
H 0.08 -1.89 -1.05 0.337
H -1.75 -0.57 0.83 0.221
H -1.57 -0.19 -0.97 0.296
```

x | ORCA calculation (ωB97M-V with the def2-TZVPD basis set) on a cluster of 2 separate species, C3H4FNS in total.

Properties
HOMO (eV): -9.0
Net charge: 0

```
10
Properties=species:S:1:pos:R:3:mulliken_charge:R:1
S 2.41 -1.29 -0.52 -0.265
F -1.78 -1.44 -0.76 -0.157
N -1.70 -0.89 0.51 -0.197
C 1.57 0.20 -0.60 -0.186
C 1.00 1.26 -0.58 0.012
C -2.48 0.02 0.82 -0.238
H -2.17 0.46 1.73 0.283
H -3.35 0.38 0.33 0.315
H 2.08 -1.99 -1.60 0.128
H 0.47 2.28 -0.61 0.305
```

Verdict on stability: w comes out on top.

w | ORCA calculation (ωB97M-V with the def2-TZVPD basis set) on a cluster of 2 separate species, C3H10NOPS2 in total.

Properties
HOMO (eV): -8.2
Net charge: 0

```
18
Properties=species:S:1:pos:R:3:mulliken_charge:R:1
S -1.60 2.47 0.93 -0.313
S -0.60 2.33 4.06 -0.285
P -0.56 1.28 2.34 0.299
O 1.70 -0.45 -0.41 -0.472
N 1.05 1.68 1.83 -0.639
C 0.18 -2.25 0.07 -0.167
C -1.04 -1.63 -0.55 -1.159
C 1.43 -1.62 -0.49 -0.028
H -2.81 2.00 1.03 0.153
H -0.98 -0.57 -0.70 0.301
H 0.89 1.89 0.88 0.304
H 0.26 -3.29 -0.12 0.339
H -1.14 -1.89 -1.68 0.336
H -1.85 2.34 4.41 0.138
H 1.63 0.84 1.68 0.314
H 2.10 -2.43 -0.76 0.335
H 0.10 -1.97 1.15 0.199
H -1.97 -2.06 -0.20 0.346
```

x | ORCA calculation (ωB97M-V with the def2-TZVPD basis set) on the molecule C3H10NOPS2.

Properties
HOMO (eV): -9.2
Net charge: 0

```
18
Properties=species:S:1:pos:R:3:mulliken_charge:R:1
S 1.62 0.34 1.93 -0.383
S 1.36 -1.33 -1.23 -0.319
P 0.68 0.13 0.25 0.625
O 0.50 1.56 -0.59 -0.302
N -0.97 -0.34 0.34 0.096
C -1.55 -0.88 -0.85 -1.239
C -1.42 -1.09 1.50 -0.979
C 1.64 2.43 -0.72 -0.661
H 1.11 3.46 -0.80 0.192
H 2.34 -1.85 -0.54 0.167
H 2.28 2.42 0.20 0.329
H -1.37 -0.21 -1.74 0.223
H -0.88 -1.96 1.63 0.463
H 2.22 2.29 -1.63 0.261
H -1.40 -0.60 2.47 0.328
H -1.11 -1.91 -1.02 0.446
H -2.51 -1.00 -0.64 0.493
H -2.54 -1.45 1.45 0.260
```

Verdict on stability: x comes out on top.